{
  "formula": "C19H36Cl2F15N3O11S",
  "method": "wB97M-V/def2-TZVPD",
  "e_tot_ha": -4553.39554,
  "spin_multiplicity": 1,
  "total_charge": 2,
  "gap_ha": 0.23802,
  "symbols": ["Cl", "Cl", "S", "F", "F", "F", "F", "F", "F", "F", "F", "F", "F", "F", "F", "F", "F", "F", "O", "O", "O", "O", "O", "O", "O", "O", "O", "O", "O", "N", "N", "N", "C", "C", "C", "C", "C", "C", "C", "C", "C", "C", "C", "C", "C", "C", "C", "C", "C", "C", "C", "H", "H", "H", "H", "H", "H", "H", "H", "H", "H", "H", "H", "H", "H", "H", "H", "H", "H", "H", "H", "H", "H", "H", "H", "H", "H", "H", "H", "H", "H", "H", "H", "H", "H", "H", "H"],
  "xyz": [[-5.0947, -4.5510, -3.1298], [-3.8968, -7.5720, -0.1718], [-0.0661, -1.8997, -0.7753], [0.9968, 1.6526, 5.7514], [-2.0906, -0.4221, -1.8994], [0.3326, 0.1901, 4.3639], [-4.0507, -3.6549, 3.5852], [-6.0991, 4.1880, -3.0520], [-5.7096, 6.3695, -2.7343], [-2.7443, -1.7861, -0.2749], [1.7477, 1.7552, 3.7352], [-7.1609, 5.6512, -4.1370], [-1.5869, 0.0420, 0.1929], [7.4335, 3.7719, -4.9886], [5.6925, 2.7694, -5.6915], [5.6199, 4.9041, -5.3727], [-2.4978, -3.8479, 4.9370], [-4.3868, -4.5874, 5.5231], [-4.0303, -2.0490, 6.6460], [-0.0609, -2.6097, -2.0589], [0.9910, -0.9010, -0.6616], [2.6275, -1.1402, 5.2447], [-0.1202, -2.8699, 0.3210], [-4.6419, -1.3281, 4.5025], [3.6812, 0.8396, 5.2430], [6.4356, 2.6626, -2.7909], [-3.9957, 4.5255, -4.7378], [-5.2007, 6.1917, -5.7365], [4.4154, 3.6946, -3.2189], [5.0619, -0.8888, -0.2102], [2.6462, -3.4020, -5.0963], [2.2447, -4.9925, 2.9559], [-1.7329, -0.9445, -0.7049], [-4.9552, 0.0138, 4.8675], [6.1207, 3.7090, -4.9051], [1.3689, 0.9092, 4.7327], [-3.9455, -6.6428, -1.7156], [-4.9629, 5.4565, -4.8146], [3.8736, 3.4373, -1.9243], [-5.9582, 5.3784, -3.6343], [-3.0928, 4.3815, -5.7576], [4.8369, 0.2275, 5.8578], [-4.9935, 0.9847, 3.6277], [5.6948, 1.3783, 6.4624], [-4.1729, -2.3003, 5.4642], [-2.4153, 3.0451, -5.5845], [-3.8186, -3.6264, 4.8596], [5.6704, 3.4012, -3.4638], [2.6317, 0.0986, 5.1857], [2.3303, 3.6318, -2.0879], [-5.0534, -5.5229, -1.6175], [-3.9704, 0.9450, 3.2540], [-4.0857, -7.2895, -2.5817], [-2.9697, -6.2052, -1.9263], [-4.8771, -4.9188, -0.7275], [-3.0769, 2.1792, -5.6088], [4.5675, -0.4730, 6.6482], [4.1117, 2.4950, -1.4308], [-5.7867, 0.8117, 2.9004], [4.2589, 4.2510, -1.3098], [2.5973, -3.0276, -6.0330], [-2.3477, 5.1628, -5.6075], [-4.2560, 0.4420, 5.5858], [4.0585, -0.7932, -0.2763], [-5.9418, 0.0053, 5.3308], [-6.0726, -5.8800, -1.4697], [5.1260, 1.7048, 7.3330], [1.4412, -4.7292, 2.4034], [3.4898, -3.2266, -4.5695], [5.5058, -0.2204, 0.4032], [2.0420, -5.8855, 3.3820], [5.4371, -0.2258, 5.0688], [5.8120, 2.1940, 5.7490], [6.6682, 1.0343, 6.8120], [1.8953, 3.0595, -2.9072], [2.6609, -4.4088, -5.1756], [-2.0581, 2.9861, -4.5564], [-5.0938, 1.9678, 4.0876], [-3.4867, 4.5049, -6.7664], [3.0477, -4.9848, 2.3434], [5.1215, -1.8127, 0.1934], [-1.6103, 3.0985, -6.3174], [1.8912, 3.4365, -1.1095], [5.4805, -1.1479, -1.0921], [1.7872, -3.1853, -4.6112], [2.5357, -4.2949, 3.6258], [2.1792, 4.7092, -2.1550]],
  "lowdin_charge": [0.523, 0.517, 0.454, 0.194, 0.120, 0.200, 0.208, 0.173, 0.146, 0.091, 0.143, 0.163, 0.115, 0.194, 0.207, 0.137, 0.148, 0.221, 0.165, -0.391, -0.394, 0.088, -0.380, -0.024, 0.046, 0.086, 0.026, 0.183, 0.042, 0.360, 0.357, 0.362, -0.574, -0.221, -0.574, -0.556, -0.641, -0.348, -0.190, -0.526, -0.265, -0.176, -0.045, -0.043, -0.267, -0.062, -0.643, -0.339, -0.386, -0.038, -0.640, 0.067, 0.064, 0.055, 0.060, 0.083, 0.130, 0.101, 0.077, 0.134, 0.165, 0.134, 0.118, 0.144, 0.123, 0.064, 0.083, 0.153, 0.154, 0.168, 0.165, 0.116, 0.081, 0.083, 0.083, 0.158, 0.075, 0.074, 0.135, 0.150, 0.147, 0.082, 0.077, 0.160, 0.153, 0.155, 0.083]
}


{
  "formula": "C19H36F6I2N2O9P",
  "method": "wB97M-V/def2-TZVPD",
  "e_tot_ha": -3068.00794,
  "spin_multiplicity": 1,
  "total_charge": 1,
  "gap_ha": 0.34209,
  "symbols": ["I", "I", "P", "F", "F", "F", "F", "F", "F", "O", "O", "O", "O", "O", "O", "O", "O", "O", "N", "N", "C", "C", "C", "C", "C", "C", "C", "C", "C", "C", "C", "C", "C", "C", "C", "C", "C", "C", "C", "H", "H", "H", "H", "H", "H", "H", "H", "H", "H", "H", "H", "H", "H", "H", "H", "H", "H", "H", "H", "H", "H", "H", "H", "H", "H", "H", "H", "H", "H", "H", "H", "H", "H", "H", "H"],
  "xyz": [[-0.4242, -0.2973, -0.6474], [1.8162, 1.4917, -3.0996], [3.9567, -1.8401, -1.5841], [-5.2664, 3.9016, -5.5856], [0.2779, 4.9422, 2.3991], [-1.8008, 5.5204, 2.1754], [-5.6402, 3.1563, -3.5829], [-6.7919, 4.8207, -4.3504], [-0.8283, 4.3306, 0.6442], [-3.4246, 4.6054, -3.4979], [0.8207, -2.5551, 3.5576], [2.3868, -2.8605, 0.6824], [-1.1527, 3.3406, 3.9574], [4.2499, -0.8976, -2.8054], [-1.8924, 2.3506, 2.0600], [-4.7350, 6.4314, -3.7190], [4.2624, -3.3144, -2.0509], [4.5637, -1.3851, -0.3549], [2.1053, -1.8445, -1.4214], [-1.4241, -4.6084, -3.0545], [0.1405, -4.7478, 4.4863], [0.3376, -3.2512, 4.7064], [1.7004, -0.5453, -0.7151], [1.4940, -2.0692, -2.8163], [1.8877, -3.7210, 1.7207], [-2.3277, 5.4115, -3.0142], [-0.8287, -3.3314, -2.6254], [-1.3805, 3.2479, 2.6643], [2.0707, 1.8519, -0.1274], [-2.4723, 5.7110, -1.5396], [2.0539, -3.0298, 3.0684], [-0.9176, 4.5438, 1.9586], [-1.5828, 2.2289, 4.7768], [0.6196, -3.2941, -3.0994], [-5.5907, 4.2616, -4.3359], [1.7607, -3.0336, -0.5271], [-4.5368, 5.2583, -3.7984], [-0.5687, 1.1096, 4.7570], [2.3650, 0.7517, -1.1605], [-3.3484, 6.3307, -1.3519], [3.4435, 0.6332, -1.1876], [0.6750, -3.0532, -0.4243], [1.0262, -3.0675, 5.5367], [-0.4759, 0.6739, 3.7625], [1.1265, -4.2393, -2.8774], [1.2115, 2.4575, -0.4022], [0.8251, -3.9191, 1.5618], [-1.4422, 4.8095, -3.2085], [1.9385, 1.4290, 0.8694], [0.9647, -1.1631, -3.0967], [-0.9315, -3.1904, -1.5508], [2.3221, -2.1380, -3.5174], [-2.1328, -4.8958, -2.3903], [0.5624, -3.2803, -4.1932], [2.7103, -2.1681, 2.9130], [4.2538, -1.3056, -3.6802], [-0.7298, -5.3474, -3.0050], [2.5548, -3.6860, 3.7823], [-0.6511, -5.1152, 5.1361], [-0.8791, 0.3273, 5.4467], [-1.6857, 2.6512, 5.7729], [-0.1298, -4.9426, 3.4477], [2.4488, -4.6574, 1.6875], [-0.6173, -2.7831, 4.9270], [0.4113, 1.4757, 5.0640], [3.5933, -3.7704, -2.5764], [-1.5916, 6.2423, -1.1817], [-2.5839, 4.7869, -0.9760], [-2.2572, 6.3216, -3.6082], [2.1075, -3.9377, -1.0283], [2.9344, 2.5148, -0.0851], [1.9485, -0.6804, 0.3313], [1.0475, -5.3112, 4.7071], [-2.5637, 1.8960, 4.4413], [-1.3693, -2.5394, -3.1470]],
  "lowdin_charge": [1.100, 0.954, 0.479, 0.166, 0.173, 0.181, 0.162, 0.182, 0.145, 0.029, -0.160, -0.125, 0.043, -0.099, 0.144, 0.179, -0.041, -0.152, -0.192, 0.008, -0.066, -0.250, -0.704, -0.183, -0.117, -0.187, -0.310, -0.408, -0.183, -0.061, -0.179, -0.547, -0.180, -0.183, -0.551, -0.223, -0.404, -0.056, -0.825, 0.085, 0.050, 0.095, 0.122, 0.072, 0.108, 0.037, 0.127, 0.121, 0.083, 0.026, 0.054, 0.098, 0.075, 0.138, 0.137, 0.111, 0.062, 0.129, 0.081, 0.082, 0.129, 0.073, 0.138, 0.115, 0.087, 0.096, 0.084, 0.071, 0.127, 0.134, 0.092, 0.081, 0.076, 0.128, 0.112]
}